DFT (ωB97M-V with the def2-TZVPD basis set) results for C36H23CdCl2N6O5 as an isolated structure in a non-equilibrium geometry.

Results
2S+1 = 1
charge = -1
Kohn-Sham gap = 6.48 eV
energy above the lowest of the compared OMol25 structures with the same formula, charge and spin = 0.158 eV
LUMO level = 1.9 eV

Each line ends with the Löwdin charge.
CARTESIAN COORDINATES (ANGSTROEM)
Cd  0.40041  0.16318  -0.22209  1.3933
Cl  3.43621  1.56229  -6.20065  0.6152
C  2.42841  0.67284  -5.08658  -0.6874
C  1.79917  1.36936  -4.06424  -0.0536
C  0.99351  0.71831  -3.14059  -0.2111
N  0.39479  1.37884  -2.04783  0.0015
C  0.20517  2.69175  -1.98538  -0.5073
O  0.51401  3.58488  -2.78299  -0.0065
C  -0.60096  3.13463  -0.75488  -0.1952
C  -1.26401  4.35306  -0.81327  -0.0095
C  -2.03652  4.74597  0.26465  -0.0647
C  -2.11252  3.92319  1.37970  -0.0653
C  -1.40942  2.73340  1.36264  -0.1349
N  -0.67053  2.34799  0.32302  0.0575
C  0.77894  -0.68922  -3.25698  -0.1995
C  1.42728  -1.35807  -4.29331  -0.0469
C  2.24731  -0.68850  -5.19343  -0.6825
Cl  3.02495  -1.61787  -6.45189  0.6149
N  -0.06512  -1.30330  -2.30317  0.0636
C  -0.26318  -2.59667  -2.32784  -0.4986
O  0.10247  -3.48237  -3.12358  -0.0268
C  -1.09992  -3.18166  -1.15622  -0.0925
C  -1.09074  -4.56720  -1.02285  -0.0067
C  -1.85537  -5.19067  -0.06257  -0.0465
C  -2.69254  -4.42790  0.73971  -0.0409
C  -2.67318  -3.06498  0.57285  -0.0677
N  -1.87020  -2.47242  -0.31470  0.0355
H  1.92776  2.43635  -3.98226  0.0910
H  -1.15629  4.95015  -1.70733  0.1121
H  -2.57933  5.68331  0.23636  0.1019
H  -2.70340  4.19085  2.24501  0.0985
H  -1.42638  2.06062  2.21320  0.1101
H  1.27816  -2.41936  -4.40235  0.0856
H  -0.46119  -5.10298  -1.71805  0.1179
H  -1.80929  -6.26604  0.05779  0.1123
H  -3.33937  -4.86946  1.48453  0.1076
H  -3.27109  -2.37709  1.15563  0.1224
C  2.73137  3.32521  0.68345  -0.0665
O  2.22865  2.10840  1.20703  -0.1211
C  1.75308  2.09704  2.47451  -0.2587
C  1.77339  3.19495  3.32701  -0.0262
C  1.30645  3.06474  4.63180  -0.0981
C  0.83012  1.84548  5.08808  -0.1048
C  0.80504  0.75205  4.22934  -0.0334
C  1.24002  0.87156  2.92349  -0.1984
N  1.21136  -0.17382  1.95508  -0.0293
N  1.10621  -1.34232  2.41538  0.0772
C  1.23060  -2.39099  1.53425  -0.1735
C  1.90982  -2.28858  0.27187  -0.3973
O  2.27727  -1.20409  -0.25751  -0.1115
C  2.20972  -3.54085  -0.41222  0.0000
C  1.82396  -4.73206  0.07183  -0.0399
C  1.10469  -4.85365  1.31508  -0.1963
C  0.69220  -6.10739  1.79652  -0.0668
C  -0.00126  -6.22201  2.97840  -0.1092
C  -0.30090  -5.05842  3.70565  -0.1001
C  0.08950  -3.82181  3.24652  -0.0377
C  0.81582  -3.68572  2.04319  -0.1165
H  3.58867  3.67613  1.26243  0.0933
H  3.03900  3.10866  -0.33542  0.0991
H  1.95709  4.09608  0.66740  0.0937
H  2.15363  4.14538  2.98362  0.1000
H  1.32718  3.92472  5.28951  0.0964
H  0.47278  1.74276  6.10458  0.0935
H  0.43543  -0.21141  4.55616  0.0999
H  2.70831  -3.44483  -1.36926  0.1238
H  2.02682  -5.63746  -0.49257  0.1169
H  0.93335  -6.99089  1.21380  0.1095
H  -0.30577  -7.19383  3.34622  0.0910
H  -0.85067  -5.13322  4.63684  0.0935
H  -0.15667  -2.92784  3.80362  0.0948
O  -2.68380  -0.33273  0.14025  -0.0184
C  -1.64038  -0.88297  0.01398  -0.2752

Forces on atoms 1 to 6 (eV/Å):
-0.1 -0.2 -0.2
-0.1 -0.1 0.0
0.0 0.1 0.0
0.0 0.1 0.0
-0.2 0.1 0.3
0.3 -0.1 -0.1

=====

DFT (ωB97M-V with the def2-TZVPD basis set) results for C5H9BaO3 as an isolated structure in a non-equilibrium geometry.

Results
2S+1 = 1
charge = +1
Kohn-Sham gap = 6.30 eV
energy above the lowest of the compared OMol25 structures with the same formula, charge and spin = 2.193 eV
LUMO level = -4.6 eV

Each line ends with the Löwdin charge.
CARTESIAN COORDINATES (ANGSTROEM)
O  0.97237  1.91080  -0.50067  -0.2203
C  0.38587  0.85532  -0.19285  -0.5786
O  -0.85926  0.73083  -0.50457  0.0257
C  -1.76741  -0.05926  0.30959  -0.1949
C  1.26059  -0.77136  0.07456  -0.2312
H  0.85511  -1.64332  0.60552  0.1211
C  2.61703  -0.96826  -0.56469  -0.1392
H  2.64719  -1.87185  -1.18712  0.0894
H  2.86706  -0.16807  -1.28919  0.0587
H  3.41696  -1.07392  0.19748  0.0637
C  -3.17201  0.36354  -0.02932  -0.0608
H  -1.53649  0.12110  1.36628  0.1318
H  -1.58163  -1.11574  0.08608  0.1251
H  -3.37673  1.37727  0.33763  0.0870
H  -3.86917  -0.33355  0.45404  0.0891
H  -3.34306  0.33250  -1.11276  0.0900
Ba  3.18162  2.01930  0.83517  1.9834
O  1.30196  0.29469  1.11484  -0.4400

Forces on atoms 1 to 6 (eV/Å):
1.3 0.7 -0.6
3.4 -3.8 0.1
-1.8 0.4 1.2
0.4 -0.3 0.0
-0.4 3.0 -0.1
-0.2 0.1 -0.9

=====

DFT (ωB97M-V with the def2-TZVPD basis set) results for one molecule with the formula C13H26O3Si in a non-equilibrium geometry.

Results
2S+1 = 1
Kohn-Sham gap = 9.84 eV
energy above the lowest of the compared OMol25 structures with the same formula, charge and spin = 0.686 eV
LUMO level = 0.8 eV
SMILES string = C=C(C)[C@H]1CC[C@H](C)C[C@H]1O[Si](C)(OC)OC

Each line ends with the natural charge from an NBO analysis.
CARTESIAN COORDINATES (ANGSTROEM)
C  1.85830  -2.33729  -0.43211  -0.4009
C  0.59338  -2.65220  -0.30565  0.0095
C  -0.08595  -3.62347  -1.16686  -0.6519
C  -0.19964  -1.78081  0.64167  -0.2442
C  0.39541  -1.55627  2.16528  -0.3886
C  -0.56400  -0.77583  3.03253  -0.4098
C  -1.00412  0.59040  2.47011  -0.2068
C  -2.22802  1.14956  3.34560  -0.5971
C  -1.50518  0.48022  0.97483  -0.4322
C  -0.48757  -0.35134  0.12986  0.1239
O  0.74821  0.23427  -0.15560  -0.9141
Si  0.76357  1.46212  -1.27892  2.3488
C  1.81259  2.67909  -0.38919  -1.1921
O  -0.59469  2.44834  -1.49898  -0.9048
C  -0.67681  3.29247  -2.58853  -0.2392
O  1.45995  1.01397  -2.70808  -0.8934
C  1.29440  -0.21510  -3.25144  -0.2356
H  2.21696  -1.56545  0.24635  0.2042
H  2.57675  -2.79839  -1.04793  0.1934
H  0.34317  -4.64043  -1.08967  0.2257
H  -1.11909  -3.66485  -0.93609  0.2147
H  0.11072  -3.41025  -2.21893  0.2213
H  -1.29065  -2.16818  0.77644  0.1972
H  1.29380  -0.99435  2.03553  0.2024
H  0.68664  -2.53502  2.61871  0.2151
H  -1.50706  -1.40080  3.18509  0.1872
H  -0.09444  -0.74409  4.03472  0.2153
H  -0.09123  1.23046  2.43564  0.2044
H  -2.50318  2.09163  2.89456  0.2062
H  -3.07153  0.47688  3.18201  0.2015
H  -1.93192  1.28410  4.34216  0.2080
H  -1.55327  1.49006  0.48616  0.2353
H  -2.41175  -0.02472  0.89216  0.2046
H  -0.97104  -0.39497  -0.90795  0.1491
H  1.93805  3.43593  -1.14736  0.2223
H  1.39379  3.15259  0.47281  0.2449
H  2.86575  2.22756  -0.17869  0.2361
H  -1.71481  3.42925  -2.97162  0.1791
H  -0.22446  4.21315  -2.31642  0.1713
H  -0.11634  2.87802  -3.45194  0.1723
H  1.82760  -0.32978  -4.25055  0.1794
H  0.22934  -0.33051  -3.50666  0.1520
H  1.53838  -0.96601  -2.56307  0.1852

Forces on atoms 1 to 6 (eV/Å):
0.8 0.8 1.5
-0.2 1.2 0.6
0.9 -1.4 -0.8
-2.5 0.3 2.6
-0.7 -1.4 -2.1
-1.3 -1.1 0.3

=====

DFT (ωB97M-V with the def2-TZVPD basis set) results for a 2-piece molecular cluster, CHBr2OP overall in a non-equilibrium geometry.

Results
2S+1 = 1
Kohn-Sham gap (alpha / beta) = 7.61 / 6.05 eV
energy above the lowest of the compared OMol25 structures with the same formula, charge and spin = 0.341 eV
LUMO level (alpha / beta) = -2.4 / -3.4 eV

Each line ends with the natural charge from an NBO analysis.
CARTESIAN COORDINATES (ANGSTROEM)
C  1.30961  -0.34408  -0.29865  -0.6153
O  -0.57602  1.85172  -0.33237  -0.9589
P  -0.46985  0.44969  -0.06373  1.3819
Br  1.29370  -2.14038  0.13866  0.1294
Br  -3.61535  0.18985  0.24147  -0.1216
H  2.05792  -0.00678  0.31463  0.1844

Cartesian forces, eV/Å:
-3.4 -0.1 -0.3
0.4 2.3 -0.5
0.7 -2.9 0.2
-0.2 -0.9 -0.3
0.4 -0.1 0.0
2.1 1.8 1.0